(1)
ORCA calculation (ωB97M-V/def2-TZVPD) on a cluster of 2 separate species, CH2ClN3O3 in total at a distorted geometry.

```
10
Properties=species:S:1:pos:R:3:forces:R:3
O 2.47082 -2.11157 -0.00611 0.764 -0.929 1.071
N 1.51022 -1.43671 -0.21122 -0.514 -0.557 -0.318
O 0.38906 -1.64339 0.47530 -0.973 -1.221 2.108
N 1.30083 -0.61223 -1.10235 -0.219 1.980 -1.907
Cl 2.65920 -0.44765 -2.06281 0.663 0.408 -0.691
H -0.21944 -0.86834 0.39180 0.686 -0.124 -0.374
N -2.56411 2.09668 0.80401 -1.116 0.839 0.470
C -1.63945 1.42703 0.55498 -0.077 -0.215 -0.389
O -0.80324 0.65885 0.27897 0.374 0.061 0.096
H -3.10388 2.93734 0.87743 0.413 -0.242 -0.066
```
Forces are in eV/Å.

Computed properties:
M = 139.5 g mol⁻¹
Energy above the lowest of the compared OMol25 structures with the same formula, charge and spin = 0.364 eV
DFT total energy = -24199.6878 eV
SMILES = [O-]/[N+](O)=N\Cl.N=C=O
Net charge = 0
Highest occupied orbital energy = -9.73 eV

(2)
ORCA calculation (ωB97M-V/def2-TZVPD) on a cluster of 2 separate species, CH2ClN5 in total at a distorted geometry.

```
9
Properties=species:S:1:pos:R:3:forces:R:3
C 0.86099 1.79586 0.21851 0.555 0.373 -0.013
N 1.40874 1.67360 -0.78659 0.192 0.741 0.254
N 0.56487 -0.89248 -2.40953 -1.000 -0.253 1.689
N 0.10385 -0.76076 -1.36868 2.895 -2.127 -6.784
N -0.22747 -0.30135 -0.35540 -2.956 0.264 7.422
N -0.86528 -1.25760 0.64657 1.061 -0.314 -1.854
Cl 0.18695 1.98206 1.70759 0.064 -0.004 -0.354
H -0.33179 -1.47002 1.50759 0.095 0.938 -1.032
H -1.70086 -0.76931 0.83994 -0.907 0.382 0.672
```
Forces are in eV/Å.

Computed properties:
M = 119.5 g mol⁻¹
Energy above the lowest of the compared OMol25 structures with the same formula, charge and spin = 0.019 eV
DFT total energy = -21037.5015 eV
Net charge = 0
Highest occupied orbital energy = -9.61 eV

(3)
ORCA calculation (ωB97M-V/def2-TZVPD) on a cluster of 2 separate species, CH2ClNO in total at a distorted geometry.

```
6
Properties=species:S:1:pos:R:3:forces:R:3
C 2.40031 0.10124 -0.23573 -0.373 -0.234 0.282
N 1.76123 -0.84245 -0.03624 1.013 0.807 -0.693
O 1.21851 -1.88597 0.01052 -0.922 -1.236 0.376
H 2.72202 1.08913 -0.11359 0.280 0.668 0.034
Cl -2.15643 -0.60846 -0.08260 0.045 -0.019 -0.002
H -3.40065 -0.86761 0.04677 -0.043 0.015 0.003
```
Forces are in eV/Å.

Computed properties:
M = 79.5 g mol⁻¹
Energy above the lowest of the compared OMol25 structures with the same formula, charge and spin = 3.239 eV
DFT total energy = -17126.3485 eV
SMILES = C#[N+][O-].Cl
Net charge = 0
Highest occupied orbital energy = -10.15 eV

(4)
ORCA calculation (ωB97M-V/def2-TZVPD) on the molecule CH2ClNO2S at a distorted geometry.

```
8
Properties=species:S:1:pos:R:3:forces:R:3
N 0.12038 0.20573 -0.01081 1.976 -1.080 2.009
C 0.41100 1.49217 0.28221 -0.016 -0.325 -0.027
O -0.21885 2.44550 -0.13610 1.519 -0.867 0.901
O 1.58861 1.63595 1.04338 0.333 0.027 1.634
S 2.70563 0.44896 2.13022 -1.871 1.891 -3.551
Cl 3.99495 0.44942 0.55993 0.036 -0.433 0.912
H 0.55929 -0.55157 0.56331 -0.752 1.130 -1.170
H -0.63449 0.02259 -0.60053 -1.225 -0.343 -0.708
```
Forces are in eV/Å.

Computed properties:
M = 127.6 g mol⁻¹
Energy above the lowest of the compared OMol25 structures with the same formula, charge and spin = 1.460 eV
DFT total energy = -30010.7490 eV
SMILES = NC(=O)OSCl
Net charge = 0
Highest occupied orbital energy = -10.19 eV

Which formula does entry 1 have?
CH2ClN3O3

Which value of energy above the lowest of the compared OMol25 structures with the same formula, charge and spin does entry 3 give?
3.239 eV